This record from OMol25 describes 2 unconnected molecules or ions with the total composition C6H14N2O2 at a distorted geometry. The level of theory is wB97M-V/def2-TZVPD.

Computed properties:
SMILES: [H]/N=C(\C)ON.C=C(C)OC
HOMO-LUMO gap in eV: 9.910
Spin multiplicity: 1
E in Eh: -496.9059
LUMO level in eV: 0.84
HOMO energy in eV: -9.072
F_max in eV/A: 1.68

Each atom is followed by the atoms it is bonded to, with distances in Å.
Element x y z (Å)
1 C 0.09154 1.88962 -0.17189  O4 1.427, H7 1.094, H8 1.094, H9 1.094
2 C -0.12463 -1.24378 2.50347  C3 1.493, H10 1.093, H11 1.093, H12 1.093
3 C 1.10855 -1.00495 1.69665  C2 1.493, N5 1.296, O17 1.367
4 O -1.02152 1.00017 -0.09762  C1 1.427, C14 1.384
5 N 2.00726 -0.11362 1.97518  C3 1.296, H6 1.026
6 H 1.74423 0.36864 2.84193  N5 1.026
7 H 0.23954 2.32332 0.82175  C1 1.094
8 H -0.09191 2.71111 -0.87082  C1 1.094
9 H 1.00147 1.34935 -0.45054  C1 1.094
10 H -0.79017 -0.38205 2.40509  C2 1.093
11 H -0.64927 -2.13851 2.15750  C2 1.093
12 H 0.14321 -1.37655 3.55456  C2 1.093
13 C -1.51199 1.17802 -2.51729  C14 1.500, H20 1.096, H21 1.095, H22 1.094
14 C -1.28198 0.34762 -1.28951  O4 1.384, C13 1.500, C16 1.337
15 N 2.36914 -1.49007 -0.22781  O17 1.473, H18 1.031, H19 1.020
16 C -1.44831 -0.97893 -1.28578  C14 1.337, H23 1.084, H24 1.085
17 O 1.18701 -1.80680 0.59193  C3 1.367, N15 1.473
18 H 2.85367 -0.81715 0.38494  N15 1.031
19 H 1.93393 -0.91612 -0.94994  N15 1.020
20 H -2.17690 0.66870 -3.22350  C13 1.096
21 H -1.98731 2.12975 -2.25899  C13 1.095
22 H -0.56473 1.38273 -3.02514  C13 1.094
23 H -1.33861 -1.55445 -0.37399  C16 1.084
24 H -1.69221 -1.52605 -2.19021  C16 1.085

---

This record from OMol25 describes 2 unconnected molecules or ions with the total composition C6H14N2O2 at a distorted geometry. The level of theory is wB97M-V/def2-TZVPD.

Computed properties:
SMILES: CC(=O)N(C)C.CNC=O
HOMO-LUMO gap in eV: 9.472
Spin multiplicity: 1
E in Eh: -496.9504
LUMO level in eV: 0.76
HOMO energy in eV: -8.709
F_max in eV/A: 4.21

Each atom is followed by the atoms it is bonded to, with distances in Å.
Element x y z (Å)
1 C -0.90263 -0.97251 1.92701  N4 1.461, H8 1.089, H9 1.092, H10 1.087
2 C -2.14492 -1.06459 -0.16759  N4 1.462, H7 1.089, H11 1.093, H12 1.087
3 C -0.74860 1.26604 -1.15861  C5 1.512, H13 1.088, H14 1.086, H15 1.087
4 N -0.94234 -0.59170 0.51656  C1 1.461, C2 1.462, C5 1.466
5 C -0.53342 0.79253 0.26078  C3 1.512, N4 1.466, O6 1.217
6 O -0.28762 1.55321 1.17873  C5 1.217
7 H -2.27506 -2.12130 0.06144  C2 1.089
8 H 0.05280 -1.45430 2.13121  C1 1.089
9 H -1.68510 -1.67090 2.22954  C1 1.092
10 H -0.99569 -0.10793 2.57847  C1 1.087
11 H -3.03823 -0.52534 0.15936  C2 1.093
12 H -2.03676 -0.94771 -1.24321  C2 1.087
13 H -1.80663 1.43857 -1.34251  C3 1.088
14 H -0.21899 2.20534 -1.29049  C3 1.086
15 H -0.37395 0.54707 -1.88222  C3 1.087
16 C 2.48740 1.17749 -0.53922  N17 1.448, H22 1.089, H23 1.092, H24 1.090
17 N 1.74926 0.08305 0.05561  C16 1.448, C18 1.464, H20 1.010
18 C 1.53721 -1.18859 -0.63863  N17 1.464, O19 1.199, H21 1.298
19 O 2.01449 -1.37958 -1.72234  C18 1.199
20 H 1.74816 0.05880 1.06561  N17 1.010
21 H 0.37900 -1.43811 -0.10938  C18 1.298
22 H 2.45508 1.06271 -1.62154  C16 1.089
23 H 3.53207 1.15863 -0.22094  C16 1.092
24 H 2.03445 2.11910 -0.22763  C16 1.090

---

This record from OMol25 describes 2 unconnected molecules or ions with the total composition C6H14N2O2 at a distorted geometry. The level of theory is wB97M-V/def2-TZVPD.

Computed properties:
SMILES: CN(C)C=O.CN(C)C=O
HOMO-LUMO gap in eV: 9.781
Spin multiplicity: 1
E in Eh: -496.9478
LUMO level in eV: 0.65
HOMO energy in eV: -9.128
F_max in eV/A: 4.15

Each atom is followed by the atoms it is bonded to, with distances in Å.
Element x y z (Å)
1 C 1.34591 -2.61938 -3.12111  O2 1.241, N3 1.384, H6 1.101
2 O 1.02892 -3.38964 -2.20138  C1 1.241
3 N 0.62570 -1.44232 -3.22649  C1 1.384, C4 1.443, C5 1.476
4 C 1.12467 -0.42117 -4.11568  N3 1.443, H7 1.090, H8 1.090, H9 1.090
5 C -0.64256 -1.15401 -2.52867  N3 1.476, H10 1.090, H11 1.090, H12 1.090
6 H 2.19517 -2.73873 -3.81156  C1 1.101
7 H 0.32732 -0.09893 -4.78540  C4 1.090
8 H 1.92182 -0.77560 -4.76917  C4 1.090
9 H 1.43612 0.43250 -3.51373  C4 1.090
10 H -1.34915 -0.53699 -3.08374  C5 1.090
11 H -1.26129 -2.04299 -2.40625  C5 1.090
12 H -0.47218 -0.91196 -1.47963  C5 1.090
13 C -0.99526 -0.11203 3.01903  O14 1.268, N15 1.377, H18 1.101
14 O -2.16480 -0.38925 2.61366  C13 1.268
15 N -0.56091 1.18343 3.19021  C13 1.377, C16 1.435, C17 1.445
16 C 0.76614 1.47588 3.65179  N15 1.435, H19 1.090, H20 1.090, H21 1.090
17 C -1.42536 2.33469 3.06932  N15 1.445, H22 1.090, H23 1.090, H24 1.090
18 H -0.24260 -0.87048 3.28448  C13 1.101
19 H 1.38471 0.60546 3.43304  C16 1.090
20 H 0.70051 1.58786 4.73405  C16 1.090
21 H 1.43853 2.08552 3.04818  C16 1.090
22 H -1.59446 2.61527 4.10892  C17 1.090
23 H -1.26008 3.14354 2.35759  C17 1.090
24 H -2.32688 2.03932 2.53256  C17 1.090

---

What did the first record say?
This record from OMol25 describes 2 unconnected molecules or ions with the total composition C6H14N2O2 at a distorted geometry. The level of theory is wB97M-V/def2-TZVPD.

Computed properties:
SMILES: [H]/N=C(\C)ON.C=C(C)OC
HOMO-LUMO gap in eV: 9.910
Spin multiplicity: 1
E in Eh: -496.9059
LUMO level in eV: 0.84
HOMO energy in eV: -9.072
F_max in eV/A: 1.68

Each atom is followed by the atoms it is bonded to, with distances in Å.
Element x y z (Å)
1 C 0.09154 1.88962 -0.17189  O4 1.427, H7 1.094, H8 1.094, H9 1.094
2 C -0.12463 -1.24378 2.50347  C3 1.493, H10 1.093, H11 1.093, H12 1.093
3 C 1.10855 -1.00495 1.69665  C2 1.493, N5 1.296, O17 1.367
4 O -1.02152 1.00017 -0.09762  C1 1.427, C14 1.384
5 N 2.00726 -0.11362 1.97518  C3 1.296, H6 1.026
6 H 1.74423 0.36864 2.84193  N5 1.026
7 H 0.23954 2.32332 0.82175  C1 1.094
8 H -0.09191 2.71111 -0.87082  C1 1.094
9 H 1.00147 1.34935 -0.45054  C1 1.094
10 H -0.79017 -0.38205 2.40509  C2 1.093
11 H -0.64927 -2.13851 2.15750  C2 1.093
12 H 0.14321 -1.37655 3.55456  C2 1.093
13 C -1.51199 1.17802 -2.51729  C14 1.500, H20 1.096, H21 1.095, H22 1.094
14 C -1.28198 0.34762 -1.28951  O4 1.384, C13 1.500, C16 1.337
15 N 2.36914 -1.49007 -0.22781  O17 1.473, H18 1.031, H19 1.020
16 C -1.44831 -0.97893 -1.28578  C14 1.337, H23 1.084, H24 1.085
17 O 1.18701 -1.80680 0.59193  C3 1.367, N15 1.473
18 H 2.85367 -0.81715 0.38494  N15 1.031
19 H 1.93393 -0.91612 -0.94994  N15 1.020
20 H -2.17690 0.66870 -3.22350  C13 1.096
21 H -1.98731 2.12975 -2.25899  C13 1.095
22 H -0.56473 1.38273 -3.02514  C13 1.094
23 H -1.33861 -1.55445 -0.37399  C16 1.084
24 H -1.69221 -1.52605 -2.19021  C16 1.085

---

Please write out number 2 again, unchanged.
This record from OMol25 describes 2 unconnected molecules or ions with the total composition C6H14N2O2 at a distorted geometry. The level of theory is wB97M-V/def2-TZVPD.

Computed properties:
SMILES: CC(=O)N(C)C.CNC=O
HOMO-LUMO gap in eV: 9.472
Spin multiplicity: 1
E in Eh: -496.9504
LUMO level in eV: 0.76
HOMO energy in eV: -8.709
F_max in eV/A: 4.21

Each atom is followed by the atoms it is bonded to, with distances in Å.
Element x y z (Å)
1 C -0.90263 -0.97251 1.92701  N4 1.461, H8 1.089, H9 1.092, H10 1.087
2 C -2.14492 -1.06459 -0.16759  N4 1.462, H7 1.089, H11 1.093, H12 1.087
3 C -0.74860 1.26604 -1.15861  C5 1.512, H13 1.088, H14 1.086, H15 1.087
4 N -0.94234 -0.59170 0.51656  C1 1.461, C2 1.462, C5 1.466
5 C -0.53342 0.79253 0.26078  C3 1.512, N4 1.466, O6 1.217
6 O -0.28762 1.55321 1.17873  C5 1.217
7 H -2.27506 -2.12130 0.06144  C2 1.089
8 H 0.05280 -1.45430 2.13121  C1 1.089
9 H -1.68510 -1.67090 2.22954  C1 1.092
10 H -0.99569 -0.10793 2.57847  C1 1.087
11 H -3.03823 -0.52534 0.15936  C2 1.093
12 H -2.03676 -0.94771 -1.24321  C2 1.087
13 H -1.80663 1.43857 -1.34251  C3 1.088
14 H -0.21899 2.20534 -1.29049  C3 1.086
15 H -0.37395 0.54707 -1.88222  C3 1.087
16 C 2.48740 1.17749 -0.53922  N17 1.448, H22 1.089, H23 1.092, H24 1.090
17 N 1.74926 0.08305 0.05561  C16 1.448, C18 1.464, H20 1.010
18 C 1.53721 -1.18859 -0.63863  N17 1.464, O19 1.199, H21 1.298
19 O 2.01449 -1.37958 -1.72234  C18 1.199
20 H 1.74816 0.05880 1.06561  N17 1.010
21 H 0.37900 -1.43811 -0.10938  C18 1.298
22 H 2.45508 1.06271 -1.62154  C16 1.089
23 H 3.53207 1.15863 -0.22094  C16 1.092
24 H 2.03445 2.11910 -0.22763  C16 1.090